Molecular formula: C24H28N2O2
Method: DFT, the ωB97M-V functional and the def2-TZVPD basis

Output
calculated total energy	-1191.30388	Ha
gap between HOMO and LUMO	0.3412	hartree
structure (SMILES)	OC1(Cc2cc(-c3ccccc3)no2)CCN(CCCc2ccccc2)CC1
E_HOMO	-8.539	eV
ΔE to the lowest compared entry with this formula, charge and spin	2.788	eV

Last column: Löwdin charge in e.
Element x y z (Å)
O (-1.86063, 3.39488, 0.33120)  0.012
O (1.80514, 3.09965, -2.30057)  0.001
N (-3.01824, 2.86873, 0.78723)  0.116
N (1.80427, -0.01016, -0.66482)  -0.163
C (-3.57337, 2.20512, -0.20222)  -0.236
C (4.77682, -2.97412, 3.14205)  -0.087
C (0.72701, 2.53697, -1.57778)  -0.520
C (-4.84534, 1.51681, -0.04123)  -0.169
C (3.30670, -3.52110, 1.31182)  -0.254
C (4.53102, -3.06575, 1.78294)  -0.055
C (-5.56702, 1.67116, 1.14233)  -0.026
C (-2.75064, 2.29618, -1.35999)  0.049
C (-7.28314, 0.22195, 0.30117)  -0.090
C (0.38781, 1.20321, -2.24622)  -0.090
C (3.01877, -3.59489, -0.16070)  -0.160
C (3.79803, -3.33714, 4.05044)  -0.098
C (2.23710, 1.23147, -0.05206)  -0.183
C (-5.35869, 0.70391, -1.04914)  -0.031
C (-6.77712, 1.02747, 1.30955)  -0.079
C (2.74717, -1.09251, -0.44235)  -0.204
C (1.53525, 0.21246, -2.07424)  -0.178
C (2.33223, -3.88543, 2.23341)  -0.045
C (2.09056, -2.46142, -0.61569)  -0.175
C (2.57412, -3.79472, 3.59183)  -0.085
C (-1.68965, 3.05586, -0.95896)  -0.267
C (-0.46965, 3.52641, -1.65667)  -0.036
C (-6.57078, 0.06166, -0.87541)  -0.085
C (1.11440, 2.26323, -0.12076)  -0.091
H (1.80672, -4.08268, 4.29577)  0.101
H (0.20903, 1.36927, -3.30890)  0.129
H (5.73507, -2.61828, 3.49238)  0.101
H (2.48265, 1.03704, 0.99487)  0.123
H (1.82639, -2.62548, -1.66142)  0.101
H (3.62635, -1.01131, -1.10707)  0.133
H (5.30046, -2.78164, 1.07849)  0.112
H (1.37651, -4.24637, 1.88053)  0.114
H (1.25466, -0.73598, -2.53389)  0.114
H (-5.15717, 2.30158, 1.91546)  0.109
H (-4.80951, 0.56735, -1.96842)  0.105
H (3.95259, -3.54045, -0.72437)  0.113
H (-7.33076, 1.15277, 2.22850)  0.103
H (-8.23018, -0.28056, 0.43239)  0.101
H (2.53969, -4.55017, -0.38873)  0.116
H (-0.69503, 3.69260, -2.71145)  0.136
H (-0.15923, 4.47382, -1.20827)  0.134
H (3.10064, -1.01590, 0.58924)  0.114
H (1.17205, -2.47577, -0.02769)  0.117
H (-2.92158, 1.88313, -2.33087)  0.114
H (3.98842, -3.26608, 5.11127)  0.099
H (-0.51123, 0.79417, -1.78701)  0.120
H (2.13617, 3.86568, -1.81827)  0.106
H (2.42687, 0.60326, -2.59524)  0.129
H (-6.96149, -0.56760, -1.66192)  0.102
H (3.13795, 1.63497, -0.55078)  0.128
H (1.43277, 3.18872, 0.36626)  0.129
H (0.24906, 1.87399, 0.41399)  0.127

Molecular formula: C17H23BrClIN7O7
Method: DFT, the ωB97M-V functional and the def2-TZVPD basis

Output
total charge	+1
calculated total energy	-4902.90782	Ha
gap between HOMO and LUMO	0.3365	hartree
E_HOMO	-12.726	eV

Last column: Löwdin charge in e.
Element x y z (Å)
I (4.13676, -1.02916, -2.88675)  0.969
Br (-0.34921, 0.32426, -2.33296)  0.858
Cl (1.30460, -1.82184, -4.03285)  0.624
O (-3.19354, -0.91342, 3.22495)  0.038
O (-1.80472, 4.77351, -3.11846)  0.049
O (1.80943, 6.14692, -0.94206)  0.039
O (-1.81470, -1.83307, 4.59419)  0.069
O (0.97585, 7.69675, 0.29896)  0.078
O (1.98106, -2.62718, -1.71158)  -0.185
O (-2.43423, 5.23209, -5.13131)  0.091
N (1.08354, 7.10388, -0.74934)  -0.456
N (2.59822, -2.21672, 4.00942)  0.101
N (-1.97232, 4.49901, -4.29141)  -0.450
N (1.92291, -3.82171, 0.26459)  0.164
N (-2.89994, -1.74339, 4.06352)  -0.441
N (-2.88615, -2.77665, -0.59687)  0.102
N (1.43179, -0.18040, -0.28229)  0.066
C (0.25904, 7.55707, -1.90271)  0.051
C (-2.25940, -2.08275, 0.34820)  -0.114
C (-0.06281, -2.65228, -0.41162)  -0.156
C (-2.07732, -3.42042, -1.44137)  -0.107
C (1.45531, -2.61742, -0.35844)  -0.427
C (1.22149, -0.27877, 3.89002)  -0.037
C (2.05827, -1.47092, -2.44277)  -1.239
C (-0.88492, -2.00218, 0.49445)  -0.018
C (-1.55885, 3.13513, -4.72072)  0.039
C (2.04257, -1.38805, 0.35303)  -0.139
C (-0.69373, -3.38460, -1.40825)  -0.013
C (1.88716, -1.26232, 4.60590)  -0.105
C (1.24946, -0.28149, 2.50411)  -0.039
C (-3.95798, -2.71535, 4.45211)  0.059
C (1.45440, -0.16549, -1.79186)  -0.653
C (1.95240, -1.30993, 1.86498)  -0.152
C (2.61843, -2.22352, 2.68391)  -0.084
H (-4.24975, -3.25156, 3.55397)  0.103
H (3.09865, -1.35154, 0.08356)  0.151
H (-0.48540, -1.45567, 1.33130)  0.095
H (1.97595, 0.62630, 0.03267)  0.191
H (0.46875, -0.01738, 0.02684)  0.100
H (-1.15488, 2.64731, -3.84109)  0.022
H (1.30191, -4.58379, 0.02412)  0.111
H (2.82485, -4.06256, -0.14048)  0.123
H (2.07424, 0.65877, -2.10163)  0.053
H (-0.12562, -3.91347, -2.15497)  0.118
H (-2.55703, -4.00726, -2.21054)  0.117
H (0.93973, 7.83032, -2.70296)  0.102
H (0.67498, 0.48622, 4.41787)  0.116
H (3.19555, -3.00311, 2.21784)  0.109
H (-2.43523, 2.62511, -5.10916)  0.106
H (1.84769, -1.26944, 5.68240)  0.117
H (-2.85886, -1.54090, 1.06248)  0.091
H (0.72331, 0.49247, 1.96680)  0.113
H (-0.80598, 3.24842, -5.49479)  0.105
H (-3.54864, -3.38436, 5.19882)  0.098
H (-0.34101, 8.40315, -1.59153)  0.098
H (-4.79301, -2.14389, 4.84525)  0.106
H (-0.36304, 6.71726, -2.19549)  0.075

Molecular formula: C11H24BNO7PS
Method: DFT, the ωB97M-V functional and the def2-TZVPD basis

Output
total charge	+1
calculated total energy	-1779.30249	Ha
gap between HOMO and LUMO	0.3383	hartree
E_HOMO	-12.181	eV

Last column: Löwdin charge in e.
Element x y z (Å)
S (1.31252, 1.77870, 0.97467)  0.981
P (1.25166, 2.89595, 2.89707)  0.763
O (0.67628, -1.92156, 2.86666)  0.101
O (-4.02034, 1.35013, -0.49301)  0.115
O (-0.77711, 0.02052, 0.72802)  0.168
O (2.42320, 4.01642, 2.82217)  -0.311
O (-4.97869, 0.99727, -2.47040)  0.053
O (1.37857, -2.54342, 0.83894)  0.021
O (-1.35526, 2.25032, 0.30084)  0.193
N (3.08273, 0.90562, -1.12458)  -0.015
C (0.03890, -4.10173, 1.97699)  -0.060
C (3.26301, 2.32029, -0.83579)  -0.311
C (0.76018, -4.81483, 0.83380)  -0.143
C (-3.20741, 0.02712, -3.67371)  -0.145
C (2.01675, 1.61559, 3.94246)  -0.270
C (-2.88002, -0.00592, -2.18146)  -0.067
C (-3.97749, 0.86027, -1.59102)  -0.465
C (-4.71668, 0.22116, -3.65645)  -0.136
C (1.15529, -3.65005, -0.06236)  -0.138
C (0.71918, -2.75041, 1.99597)  -0.487
C (1.93759, 2.91666, -0.33336)  -0.334
B (-0.48970, 1.32162, 0.61909)  -0.966
H (-1.02125, -3.95441, 1.76533)  0.137
H (1.65418, -5.30850, 1.21527)  0.122
H (-2.96581, -1.00908, -1.76191)  0.139
H (2.06156, 3.88348, 0.13123)  0.069
H (-2.25939, 1.86471, 0.31822)  0.109
H (-0.24254, -0.34316, 1.46164)  0.080
H (2.15320, 4.74494, 2.24022)  0.062
H (-2.89542, -0.86033, -4.21955)  0.119
H (3.07763, 1.60052, 3.72512)  0.052
H (1.60697, 0.64813, 3.67950)  0.028
H (-2.72800, 0.89106, -4.13571)  0.121
H (3.08283, 0.70308, -2.11212)  0.080
H (0.36257, -3.37078, -0.75907)  0.128
H (0.15718, -5.56223, 0.32416)  0.121
H (1.83077, 1.84801, 4.97801)  0.050
H (-5.08312, 0.76263, -4.52367)  0.130
H (3.72637, 0.31476, -0.62475)  0.079
H (3.61763, 2.87985, -1.69084)  0.120
H (1.20048, 2.90480, -1.12110)  0.093
H (-5.25835, -0.72251, -3.57615)  0.131
H (2.06575, -3.83985, -0.62418)  0.127
H (3.98041, 2.41713, -0.03217)  0.111
H (-1.90029, 0.40680, -1.96101)  0.113
H (0.16350, -4.60877, 2.92898)  0.132

Molecular formula: C2ClF3S2
Method: DFT, the ωB97M-V functional and the def2-TZVPD basis

Output
calculated total energy	-1632.32797	Ha
gap between HOMO and LUMO	0.3077	hartree
structure (SMILES)	FC(F)(F)SC(=S)Cl
E_HOMO	-9.611	eV
ΔE to the lowest compared entry with this formula, charge and spin	0.485	eV

Last column: Löwdin charge in e.
Element x y z (Å)
Cl (-2.43612, -0.98983, 0.73163)  0.682
S (-0.16926, -0.15774, -1.22063)  0.863
S (-2.58997, 1.65749, -0.60272)  0.706
F (2.23065, 0.40568, -0.43932)  0.064
F (1.48996, -1.57952, 0.12326)  0.110
F (0.75887, 0.11526, 1.20779)  0.037
C (1.15048, -0.33205, -0.04048)  -0.950
C (-1.94081, 0.27454, -0.20526)  -1.512

Molecular formula: C5H12O
Method: DFT, the ωB97M-V functional and the def2-TZVPD basis

Output
calculated total energy	-272.94002	Ha
gap between HOMO and LUMO	0.4090	hartree
structure (SMILES)	CC(C)(C)CO
E_HOMO	-10.309	eV
ΔE to the lowest compared entry with this formula, charge and spin	0.235	eV

Last column: Löwdin charge in e.
Element x y z (Å)
O (-1.02247, 1.08320, 1.63686)  -0.063
C (-1.17619, 0.60266, 0.31503)  -0.250
C (-0.09650, -0.64707, -1.54927)  -0.048
C (1.27012, 0.91880, -0.11261)  -0.061
C (0.42588, -1.23125, 0.85296)  -0.060
C (0.11649, -0.09128, -0.12488)  -0.599
H (0.78758, -0.49465, -2.17730)  0.079
H (-0.93435, -0.15665, -2.05998)  0.078
H (2.18969, 0.44947, -0.48163)  0.083
H (-0.30479, -1.72216, -1.52583)  0.078
H (1.45435, 1.28909, 0.90008)  0.082
H (-0.35511, -2.00082, 0.80955)  0.084
H (0.47175, -0.85663, 1.87957)  0.080
H (-2.01144, -0.11490, 0.25179)  0.128
H (-1.39567, 1.42950, -0.38235)  0.124
H (1.38387, -1.70534, 0.60919)  0.087
H (1.05629, 1.77903, -0.75926)  0.087
H (-1.85952, 1.46901, 1.91808)  0.092

Molecular formula: C4H12NPS
Method: DFT, the ωB97M-V functional and the def2-TZVPD basis

Output
calculated total energy	-953.82277	Ha
gap between HOMO and LUMO	0.3183	hartree
structure (SMILES)	[H]/N=C\C.CP(C)S
E_HOMO	-7.927	eV
ΔE to the lowest compared entry with this formula, charge and spin	2.211	eV

Last column: Löwdin charge in e.
Element x y z (Å)
S (-1.22947, -1.71097, 0.22499)  0.338
P (-1.76211, 0.24168, 0.72863)  0.477
N (1.51424, -0.37837, 0.99442)  0.070
C (-1.34862, 1.23957, -0.76077)  -0.410
C (-3.58576, 0.05157, 0.23741)  -0.381
C (2.29297, -0.65517, 0.05036)  -0.306
C (3.69165, -0.31781, -0.11616)  -0.076
H (-0.61708, 0.73339, -1.50078)  0.052
H (0.09298, -1.41996, 0.44420)  -0.243
H (4.09927, -0.95357, -0.82516)  0.044
H (1.82055, -0.10809, 1.89366)  0.060
H (-0.99385, 2.29597, -0.50012)  0.039
H (-3.78371, -0.86082, 0.62404)  -0.069
H (3.98813, 0.73923, -0.28593)  0.102
H (4.18888, -0.57189, 0.88254)  0.108
H (-2.24290, 1.56810, -1.28474)  -0.003
H (-4.11521, 0.75700, 0.95227)  0.043
H (1.80811, -0.74262, -0.84339)  0.072
H (-3.81808, 0.09278, -0.91547)  0.084

Molecular formula: ClH16O8
Method: DFT, the ωB97M-V functional and the def2-TZVPD basis

Output
total charge	-1
calculated total energy	-1071.84657	Ha
gap between HOMO and LUMO	0.3689	hartree
E_HOMO	-6.785	eV
ΔE to the lowest compared entry with this formula, charge and spin	0.273	eV

Last column: Löwdin charge in e.
Element x y z (Å)
Cl (0.18409, 0.05014, 0.25159)  0.037
O (-0.66084, 0.28852, -2.87774)  -0.108
O (-0.83688, -3.10502, 0.43378)  -0.115
O (0.44520, 1.58280, 3.26492)  -0.098
O (3.40290, 0.31010, 1.28019)  -0.102
O (-2.99185, -1.13670, -1.26009)  -0.071
O (0.73776, 2.94090, -1.39007)  -0.105
O (2.39379, -0.91955, -2.39613)  -0.082
O (-2.87015, 0.10847, 2.40209)  -0.084
H (-0.32892, 0.04203, -1.99367)  -0.099
H (1.06626, 3.58462, -0.75506)  0.020
H (-1.51400, -2.77627, -0.17171)  -0.004
H (0.13853, 0.46174, -3.38670)  0.028
H (-2.20276, -0.58607, -1.16065)  -0.022
H (3.53630, 0.29046, 2.23298)  0.019
H (3.25951, -1.23304, -2.11730)  0.028
H (2.44628, 0.16433, 1.16542)  -0.075
H (1.86924, -0.90874, -1.58023)  -0.029
H (0.58540, 2.13697, -0.85773)  -0.073
H (-3.51026, -0.47191, 1.97650)  0.024
H (0.34334, 1.13267, 4.10972)  0.024
H (0.45505, 0.86760, 2.60597)  -0.064
H (-3.32806, -0.89834, -2.12948)  0.035
H (-2.28739, 0.38283, 1.67969)  -0.016
H (-0.33257, -2.30852, 0.67371)  -0.066

Molecular formula: C2HCl2O2P
Method: DFT, the ωB97M-V functional and the def2-TZVPD basis

Output
calculated total energy	-1488.98261	Ha
gap between HOMO and LUMO	0.3381	hartree
structure (SMILES)	O=C(Cl)Cl.O=C=P
E_HOMO	-9.225	eV
ΔE to the lowest compared entry with this formula, charge and spin	1.293	eV

Last column: Löwdin charge in e.
Element x y z (Å)
Cl (-0.16721, -2.49644, -0.09900)  0.624
Cl (1.00131, -0.64455, -2.00866)  0.593
P (1.25144, 0.77582, 1.32588)  0.782
O (-1.35249, -0.33191, -0.88319)  -0.001
O (-1.46978, 1.23126, 1.42992)  0.112
C (-0.33764, 1.07138, 1.25791)  -0.737
C (-0.37419, -0.96310, -0.93332)  -1.306
H (1.44857, 1.35754, -0.08955)  -0.067